DFT (ωB97M-V/def2-TZVPD) results for a molecular structure, C22H19B3F9HgNO28PS at a distorted geometry.

Geometry as XYZ:
```
85
Properties=species:S:1:pos:R:3:forces:R:3
O 15.535 9.043 -3.528 0.15 -1.47 0.26
C 15.750 6.568 -1.068 -1.78 0.03 -3.47
B 15.677 5.955 1.085 -0.45 1.07 -0.27
C 16.297 7.729 -0.235 1.70 4.35 -1.43
C 14.679 7.171 -7.845 1.61 1.69 -0.50
O 22.882 3.577 -0.493 -0.48 1.93 -2.01
H 10.794 5.143 -4.548 -0.03 0.26 1.37
C 12.614 4.106 -5.863 -0.92 0.81 -0.21
N 13.604 6.510 -5.837 0.02 -0.93 1.26
O 19.390 9.075 -1.628 2.45 -3.85 -0.84
H 12.472 7.759 -8.851 -0.36 -0.14 0.10
O 19.697 5.833 -2.904 1.22 -0.80 0.09
Hg 15.862 6.994 -4.472 0.42 1.37 -0.01
C 21.458 11.911 -7.829 -0.28 -0.18 -0.75
H 14.681 8.213 -7.527 1.04 0.20 -0.12
B 19.503 10.997 -6.786 1.53 0.88 0.69
O 22.467 12.129 -8.490 -1.39 -1.16 1.48
O 16.638 3.485 3.299 -2.26 2.84 -1.38
O 23.914 4.284 -3.205 -1.77 1.98 1.24
H 12.689 8.131 -5.340 -0.39 0.51 0.14
O 16.228 7.325 1.023 0.09 -0.04 0.19
F 17.181 4.233 -7.278 2.02 -1.19 -0.73
C 13.404 5.098 -3.767 -0.75 2.02 -0.50
H 11.822 3.531 -5.383 -0.10 0.17 0.54
C 23.001 4.900 -2.628 2.74 -3.23 -1.30
C 20.425 12.984 -7.525 0.21 3.07 -0.44
C 22.432 4.421 -1.282 1.72 -2.70 1.91
O 14.443 5.889 1.892 0.93 -0.15 0.72
O 16.989 8.654 -6.001 1.46 1.84 -1.48
O 18.191 10.113 -3.789 0.09 -0.44 -0.21
H 14.491 5.023 -3.787 -0.26 -0.21 -0.43
H 14.641 7.164 -8.935 -0.17 0.03 -0.09
C 13.447 9.658 -1.931 2.32 0.24 0.70
O 19.533 10.978 -5.298 1.15 0.06 -2.10
C 13.447 6.664 -7.258 -1.51 -2.52 -1.65
H 10.583 6.157 -5.709 1.04 0.15 -1.47
O 18.475 10.053 -7.166 -1.25 -1.13 -0.79
F 17.261 5.946 -5.888 1.51 0.45 -0.61
O 16.676 8.853 -0.669 -1.65 -5.07 1.96
F 13.863 9.693 -0.620 -0.97 -0.38 -1.29
C 11.327 6.016 -4.925 -2.00 -0.26 0.44
F 13.195 8.342 -2.256 -0.97 1.66 0.59
H 15.583 6.625 -7.573 -0.13 0.17 0.32
H 12.973 5.456 -8.954 0.06 0.03 -0.19
F 12.386 10.502 -2.020 0.39 -1.54 -0.11
C 12.733 5.526 -5.100 1.46 -2.54 -1.81
H 11.300 7.454 -7.468 -0.22 -1.19 -0.61
B 21.069 5.986 -2.195 -0.79 1.35 -0.08
C 12.332 7.620 -7.779 -0.51 0.39 1.17
C 19.854 7.976 -1.972 -1.98 2.35 0.74
C 18.591 10.169 -4.912 -2.06 0.23 2.33
O 20.901 10.786 -7.380 0.82 -0.74 -0.33
O 14.254 10.937 -4.095 -1.80 0.77 -1.28
F 16.630 2.740 -5.563 1.16 0.52 0.23
F 15.534 4.630 -5.995 -1.70 -0.24 0.54
H 14.216 4.672 -8.010 0.15 0.34 0.40
H 13.158 5.993 -3.196 0.17 -0.66 1.32
O 22.250 5.835 -3.108 -1.06 0.52 0.04
H 12.360 8.610 -7.322 1.08 0.39 -0.12
O 19.255 12.369 -7.229 0.84 2.17 -0.38
O 17.984 7.313 -3.426 3.51 -1.90 1.65
C 14.731 5.082 2.893 -1.32 -0.43 0.48
O 13.565 7.769 -5.189 -0.21 -0.20 -0.10
F 16.826 4.681 -4.162 -0.95 -0.93 1.38
H 11.140 6.938 -4.373 0.49 -0.33 0.86
C 17.858 9.514 -6.098 0.83 -0.71 0.79
O 21.012 7.372 -1.647 -0.47 -0.09 -0.27
O 15.314 5.602 -0.261 0.61 1.07 -2.74
C 19.055 6.947 -2.866 -2.55 2.99 -0.91
O 15.542 6.630 -2.314 0.49 -1.24 4.86
S 14.899 10.232 -3.042 3.16 3.63 2.26
P 17.085 4.294 -5.699 -1.31 0.73 0.39
H 13.009 4.138 -3.434 -0.24 0.40 0.35
H 12.166 3.389 -7.852 0.35 -0.38 0.07
O 16.592 4.984 1.584 0.26 -0.99 1.73
O 21.290 4.986 -1.143 -1.89 1.18 0.00
H 13.459 3.417 -5.864 0.54 0.76 0.37
C 13.287 5.235 -7.933 -1.82 0.08 0.34
F 18.592 4.089 -5.232 -0.11 -0.55 -1.87
H 11.189 4.677 -7.460 -0.07 0.61 0.49
C 12.201 4.316 -7.280 0.93 0.48 -1.75
O 20.717 14.199 -7.640 -1.91 -3.54 0.57
O 15.799 11.122 -2.223 -2.91 -2.51 -1.37
O 14.004 4.817 3.804 -0.48 -0.02 0.72
C 16.068 4.408 2.684 3.51 -2.20 -0.12
```
Forces are in eV/Å.

ΔE to the lowest compared entry with this formula, charge and spin, kJ/mol: 181.67
Calculated total energy, Ha: -4878.3764
Charge: -3
E_LUMO, Eh: 0.1747
Frontier orbital gap, hartree: 0.280

=====

DFT (ωB97M-V/def2-TZVPD) results for a molecular structure, C22H19BrN4O3RuS at a distorted geometry.

Geometry as XYZ:
```
51
Properties=species:S:1:pos:R:3:forces:R:3
C 3.714 -2.487 -2.060 0.23 -0.68 -0.42
C -0.423 0.044 2.344 0.02 0.04 0.12
C -2.422 2.895 3.267 -0.56 0.90 0.44
C -1.214 0.721 3.247 0.26 -0.48 -0.39
C 5.974 -2.150 -1.317 -0.31 0.07 -0.03
Br 0.373 -0.183 -3.519 -0.23 -0.30 -0.07
C -1.154 -4.022 -1.434 0.06 0.30 -0.35
N -1.241 1.892 1.366 0.19 -0.17 0.23
C -0.435 0.783 1.138 -0.36 -0.14 0.71
C -1.261 -2.630 -3.402 0.27 0.40 -0.08
C 5.048 -2.872 -2.066 -0.28 0.18 0.04
H -4.559 4.069 -0.866 -0.08 0.05 0.02
O -0.055 -4.127 1.226 0.13 -0.10 0.47
O 0.077 0.568 0.007 0.31 -0.03 -0.12
H -1.650 -2.399 -4.382 0.01 0.01 -0.03
O 1.190 -2.321 0.789 1.68 2.45 0.37
N 3.296 -1.443 -1.348 0.45 0.43 0.33
C -1.661 -3.767 -2.703 0.11 -0.06 0.28
C 0.364 -3.229 0.543 -1.92 -1.27 -1.98
H 0.267 3.095 -0.449 0.05 0.01 0.00
C -0.788 3.303 -0.549 0.04 -0.09 0.34
H -2.253 3.832 2.734 0.00 -0.14 0.02
N 0.155 -2.050 -1.584 0.38 0.83 -0.32
S 3.387 0.573 0.210 -1.27 -0.36 -0.38
H -3.768 2.644 0.958 -0.10 -0.08 0.08
H 6.230 -0.453 -0.008 0.02 0.07 0.10
C -3.058 3.073 0.269 0.26 -0.23 0.01
C -3.503 3.868 -0.768 -0.04 0.07 -0.05
H -2.670 0.418 4.758 -0.04 -0.05 0.02
C -0.243 -3.118 -0.911 0.30 -0.50 1.28
H -1.441 -4.885 -0.853 0.01 0.00 0.09
H 5.364 -3.719 -2.654 -0.09 -0.05 -0.06
C 5.546 -1.052 -0.587 -0.43 0.03 -0.03
H -2.074 3.007 4.293 0.07 -0.07 -0.07
H -0.560 4.506 -2.298 0.12 0.03 -0.04
Ru 1.556 -0.585 -0.731 -0.07 -0.93 1.25
C -1.252 4.097 -1.580 -0.16 0.05 -0.04
H -2.372 -4.447 -3.151 -0.02 0.01 -0.04
C -1.590 0.358 4.627 -0.05 0.06 0.29
C 4.193 -0.735 -0.623 0.70 -0.22 -0.16
N -1.689 1.837 2.640 0.61 -0.47 -0.90
C -1.695 2.785 0.377 -0.53 0.73 -0.71
H -2.966 4.992 -2.508 -0.01 0.06 -0.05
H 0.109 -0.874 2.502 0.13 -0.23 0.01
H -3.495 2.689 3.294 0.10 -0.06 -0.09
C -2.607 4.380 -1.695 0.08 -0.08 0.07
H -1.133 1.024 5.359 0.06 0.07 0.02
H 7.016 -2.434 -1.311 0.04 -0.02 -0.01
H 2.976 -3.017 -2.652 -0.01 0.03 0.11
H -1.264 -0.653 4.849 0.00 -0.02 -0.04
C -0.338 -1.800 -2.790 -0.14 -0.07 -0.20
```
Forces are in eV/Å.

ΔE to the lowest compared entry with this formula, charge and spin, kJ/mol: 69.05
Multiplicity: 5
Calculated total energy, Ha: -4361.0024
<S²>: 6.0484
Charge: +2
E_LUMO (alpha / beta), Eh: -0.2354 / -0.3588
Frontier orbital gap (alpha / beta), hartree: 0.303 / 0.177

=====

DFT (ωB97M-V/def2-TZVPD) results for a molecular structure, C22H19CdN8O2.

Geometry as XYZ:
```
52
Properties=species:S:1:pos:R:3:forces:R:3
C 4.237 -1.936 -3.426 -0.06 0.03 0.03
H 2.893 0.379 -2.617 -0.01 -0.01 -0.01
C -0.358 -2.273 0.587 -0.17 -0.16 0.15
N 2.148 4.089 -1.130 0.03 -0.04 -0.28
C 2.900 -2.267 -3.234 0.14 -0.10 -0.12
C 1.540 1.845 -0.691 -0.03 0.12 0.15
C 0.479 -1.608 -0.439 0.04 0.04 -0.10
H -2.692 4.741 3.108 -0.02 0.03 -0.02
H -1.462 -1.594 3.575 -0.05 -0.01 -0.01
H -4.326 4.043 3.095 -0.05 -0.04 0.02
H -4.461 -0.600 2.326 0.00 0.05 -0.04
C 3.166 -3.898 -4.961 -0.01 0.01 0.01
Cd -0.658 0.837 1.206 -0.28 -0.15 0.13
C -2.773 2.818 2.210 -0.39 0.06 0.33
C -1.282 -2.164 2.674 0.10 -0.05 0.05
C -4.594 1.482 3.403 -0.01 -0.02 -0.06
H -3.593 4.685 1.612 -0.01 0.04 0.03
C 2.191 -0.198 -2.032 -0.03 0.06 0.03
H 2.772 -4.680 -5.600 -0.03 0.02 0.03
N -0.597 -1.572 1.705 -0.11 0.05 -0.04
C -0.861 -3.562 0.450 0.11 0.11 -0.02
H -4.851 0.470 3.712 -0.01 0.05 0.06
H -5.474 1.943 2.954 -0.01 -0.02 0.00
H -4.348 2.046 4.301 -0.02 0.02 0.00
C -1.738 -3.470 2.538 0.07 0.01 -0.08
C -3.430 1.533 2.460 -0.05 0.17 0.02
O -3.587 -0.706 1.923 -0.04 -0.29 0.10
N -1.628 2.797 1.596 0.12 0.19 -0.04
C 4.964 -2.627 -4.384 -0.01 0.01 0.02
N 1.260 2.118 0.604 0.19 0.34 -0.15
H 1.313 -3.555 -3.932 0.01 -0.02 -0.01
C 1.424 3.365 1.017 0.68 -0.08 -0.39
C 1.888 4.354 0.126 -0.25 -0.14 0.32
H -0.726 -4.131 -0.462 0.03 0.05 -0.01
N -1.544 -4.153 1.420 -0.08 -0.12 0.05
H 6.011 -2.403 -4.552 -0.02 0.02 0.03
C -3.400 4.137 2.537 0.12 -0.10 -0.15
H 2.231 2.623 -2.582 -0.07 -0.04 0.00
C 1.984 2.827 -1.547 0.07 0.13 0.15
H 1.373 3.561 2.076 -0.46 0.09 0.04
C 1.408 0.420 -1.067 0.04 -0.24 -0.09
N -2.982 0.530 1.798 0.16 -0.22 -0.20
C 2.084 -1.573 -2.217 -0.10 0.05 0.08
C 1.226 -2.291 -1.382 -0.02 0.01 -0.04
N 4.445 -3.588 -5.140 0.05 -0.04 -0.07
C 2.355 -3.276 -4.023 -0.02 0.05 0.06
H -2.281 -3.966 3.332 0.01 0.05 0.03
H 2.023 5.376 0.459 0.03 -0.03 0.05
N 0.546 -0.282 -0.333 -0.01 0.05 -0.08
O -1.122 3.897 1.211 0.40 0.00 0.04
H 4.715 -1.174 -2.824 0.02 -0.01 -0.01
H 1.191 -3.370 -1.443 0.01 0.01 0.02
```
Forces are in eV/Å.

Calculated total energy, Ha: -1605.7266
Charge: +1
E_LUMO, Eh: -0.1420
Frontier orbital gap, hartree: 0.249

=====

DFT (ωB97M-V/def2-TZVPD) results for a molecular structure, C22H19Cl2 at a distorted geometry.

Geometry as XYZ:
```
43
Properties=species:S:1:pos:R:3:forces:R:3
C -3.539 0.058 -0.064 -0.29 -1.15 0.63
H -1.711 -0.161 3.499 -0.13 0.55 -0.21
C -2.738 0.249 1.065 0.00 -0.45 0.06
H -0.301 3.510 1.686 -0.06 -0.10 -0.26
C -0.926 0.589 3.393 0.23 -0.91 1.97
C -0.896 -2.909 4.748 -0.36 0.56 -0.01
C -1.594 -3.490 5.811 0.29 0.17 0.10
C -1.408 -2.996 7.108 0.31 0.81 -0.90
H 3.911 1.696 4.984 0.26 -0.29 -0.04
H -0.414 -1.510 8.320 0.17 -0.26 0.01
H -2.356 -4.251 5.638 0.46 0.03 0.00
C -1.015 1.554 2.373 -0.49 0.36 -0.52
H 1.781 -1.122 1.496 0.03 0.38 0.33
H 0.873 -0.574 6.479 -0.55 -0.22 0.12
H 0.819 2.634 2.699 -0.19 -0.15 0.12
C -2.804 2.128 -0.955 -0.11 0.48 -0.59
H -2.802 2.865 -1.761 0.05 -0.13 0.37
C -2.017 2.333 0.163 0.61 0.71 -0.01
H -1.423 3.245 0.192 -0.19 -0.26 -0.04
H -2.728 -0.537 1.844 -0.10 0.59 -0.62
H -4.132 -0.885 -0.130 0.53 0.97 0.03
C 2.253 -0.516 2.279 0.07 0.75 -0.06
C 3.503 1.019 4.241 0.34 0.02 -0.23
H 0.043 -1.558 2.820 -0.02 0.55 0.47
C 2.444 0.206 4.575 -1.05 -0.06 -0.11
H -0.568 0.944 4.389 -0.45 0.16 -0.97
C -3.584 0.993 -1.096 0.46 -0.36 0.76
Cl -2.388 -3.532 8.390 -0.20 -0.30 0.32
C 3.356 0.276 1.930 -0.22 -0.11 0.74
H -0.578 3.464 3.389 -0.05 -0.69 -0.16
C 3.962 1.066 2.922 -1.14 -0.37 -0.16
C 1.695 -0.460 3.579 0.51 0.17 -0.71
H 2.126 0.156 5.613 0.18 0.35 -0.42
C 0.182 -1.389 6.273 -0.10 0.69 -0.61
Cl 5.139 2.216 2.493 0.48 0.26 -0.16
C -1.924 1.402 1.206 0.07 -0.86 0.55
C -0.501 -1.948 7.333 -0.21 -0.43 -0.09
C -0.080 -1.756 4.934 -0.95 -0.31 0.19
C -0.247 2.843 2.534 0.31 0.01 0.21
H -4.174 0.794 -1.975 -0.09 0.15 -0.10
H 3.675 0.370 0.897 0.12 -0.25 0.18
C 0.313 -0.978 3.724 1.50 -1.41 -0.61
H -1.045 -3.324 3.742 -0.04 0.37 0.40
```
Forces are in eV/Å.

ΔE to the lowest compared entry with this formula, charge and spin, kJ/mol: 117.10
Calculated total energy, Ha: -1769.7910
Charge: +1
E_LUMO, Eh: -0.2068
Frontier orbital gap, hartree: 0.225